(1)
Density functional theory data (ωB97M-V with the def2-TZVPD basis set) for a cluster of 2 separate species, C33H57F8IN4O4PS in total at a distorted geometry.

Properties
**Orbital gap**: 6.406 eV
**Charge**: +1
**2S+1**: 1
**E_tot**: -99251.3990 eV

Last column: Mulliken charge in e.
Geometry (Å):
1 C 4.579644 4.156600 -0.764336  -1.6038
2 C 3.153804 3.589612 -0.663963  0.2400
3 C 3.036068 2.757140 0.580535  -0.4226
4 F 3.519468 3.498354 1.636810  -0.4169
5 N 1.644330 2.316768 1.102318  2.3614
6 C 1.884200 1.742358 2.530626  -1.1401
7 C 1.959673 2.550194 3.869811  -0.3319
8 C 2.707470 3.857869 4.083809  -1.6026
9 O 0.673969 2.619735 4.466599  -0.5327
10 C 0.813855 3.539440 1.262492  -2.1762
11 C -0.542172 3.154535 1.798420  -2.2038
12 O -1.131480 4.227928 2.492949  -0.5033
13 C -1.444162 2.619064 0.653518  2.6005
14 C -2.230649 3.812557 0.008902  -1.2519
15 C -3.622115 4.160691 0.517848  -0.6829
16 C -4.703764 3.548183 -0.095842  0.0118
17 C -6.002212 3.834734 0.293490  -0.9388
18 C -6.232452 4.761657 1.298576  -0.5079
19 C -5.167932 5.407256 1.887803  -0.9180
20 C -3.872731 5.113072 1.502434  0.1947
21 P -2.696915 1.629343 1.681084  0.0139
22 S -2.056732 0.211983 2.878363  -0.3932
23 C -0.520386 1.841062 -0.405873  -2.9986
24 I -0.032169 3.201411 -2.120636  0.1923
25 C -1.445381 0.788275 -1.139968  1.0505
26 F -1.787388 -0.231651 -0.302630  -0.1885
27 F -2.623334 1.448444 -1.365357  -0.3565
28 C -1.130009 0.121733 -2.554268  0.4083
29 F -1.761110 0.822973 -3.521093  -0.2838
30 F 0.176912 0.071915 -2.854492  -0.1810
31 C -1.649746 -1.340643 -2.623675  0.6031
32 F -2.953032 -1.419039 -2.377465  -0.2493
33 F -0.950296 -2.136895 -1.802336  -0.1733
34 F -1.432288 -1.776587 -3.876234  -0.2918
35 C 0.930796 1.253647 0.112521  2.7617
36 C 0.715440 -0.170665 0.713420  -2.1476
37 N 1.854555 -0.833882 1.354622  -0.1353
38 O 1.692095 1.144690 -1.034535  -0.3243
39 C 2.819603 0.245785 -1.138797  -0.7491
40 C 2.543685 -1.070423 -1.866417  -0.7432
41 N 3.014763 -1.031708 -3.257171  -0.1522
42 C 3.959300 -2.106798 -3.586580  -0.6903
43 C 4.087199 -2.279466 -5.097398  0.3225
44 C 5.427831 -2.886713 -5.507167  -1.3135
45 O 3.059891 -3.173529 -5.554181  -0.5877
46 H 4.701006 5.070094 -0.188403  0.3954
47 H 4.793674 4.378078 -1.808769  0.4271
48 H 5.326975 3.429862 -0.438205  0.3754
49 H 2.957267 2.988765 -1.543313  0.1875
50 H 2.441375 4.412790 -0.673805  0.1296
51 H 3.650972 1.866986 0.528900  0.8010
52 H 2.747440 1.093164 2.438773  0.8424
53 H 1.039165 1.083726 2.716698  0.1737
54 H 2.485922 1.817402 4.493260  0.4513
55 H 3.764710 3.782420 3.844732  0.3781
56 H 2.269496 4.712011 3.570989  0.3334
57 H 2.635615 4.064360 5.153313  0.4867
58 H 0.254686 3.470509 4.286434  0.3280
59 H 1.329068 4.193732 1.954575  0.9956
60 H 0.714821 4.074080 0.320666  1.0053
61 H -0.439246 2.364434 2.536009  0.7747
62 H -0.893440 5.072390 2.095620  0.6061
63 H -2.397469 3.555639 -1.029810  0.8415
64 H -1.597925 4.701729 -0.003903  0.6866
65 H -4.537207 2.837823 -0.896325  0.4439
66 H -6.828368 3.334404 -0.194746  0.4284
67 H -7.241081 4.989882 1.614275  0.4069
68 H -5.347141 6.146568 2.655955  0.4136
69 H -3.063018 5.641643 1.982435  0.2584
70 H -3.725941 1.238981 0.831936  0.1789
71 H -3.192072 2.680249 2.445027  0.2035
72 H -0.156256 -0.171947 1.356986  -0.1762
73 H 0.439509 -0.760644 -0.153993  0.5613
74 H 1.679613 -0.950888 2.343805  0.2893
75 H 1.949684 -1.768803 0.980100  0.3253
76 H 3.563586 0.780028 -1.734328  0.3359
77 H 3.267045 0.030958 -0.174698  0.5375
78 H 3.064244 -1.866863 -1.324474  0.3986
79 H 1.489771 -1.331413 -1.844411  0.0809
80 H 2.209416 -1.153361 -3.860119  0.1871
81 H 4.930577 -1.864168 -3.150410  0.3252
82 H 3.628038 -3.075418 -3.189396  0.3344
83 H 3.936770 -1.304895 -5.569075  0.3849
84 H 6.157663 -2.870954 -4.698280  0.3458
85 H 5.851880 -2.387068 -6.375339  0.2933
86 H 5.259267 -3.927678 -5.782110  0.3381
87 H 2.314330 -2.676864 -5.898284  0.3189
88 C -3.406073 -3.973966 -0.073404  -1.3536
89 C -2.174221 -4.850116 0.098586  -0.0637
90 N -2.057790 -5.429232 1.422007  0.1123
91 C -0.751238 -5.999734 1.692877  -0.5410
92 C -0.295314 -7.201976 0.857607  -1.0111
93 C -3.203984 -6.208266 1.864699  -0.7038
94 C -3.644417 -7.394753 0.998207  -0.9643
95 H -3.446194 -3.207662 0.703285  0.3136
96 H -3.352981 -3.478109 -1.041484  0.2358
97 H -4.332103 -4.547391 -0.043506  0.4373
98 H -1.287550 -4.226563 -0.058003  0.1682
99 H -2.161636 -5.606701 -0.702574  0.1923
100 H -0.717624 -6.266183 2.752412  0.4061
101 H -0.018362 -5.194694 1.564240  0.2016
102 H -0.820974 -8.114808 1.132482  0.2344
103 H 0.769223 -7.379334 1.021214  0.4138
104 H -0.439139 -7.033374 -0.210302  0.2690
105 H -4.051470 -5.526558 1.968149  0.3647
106 H -2.989419 -6.555234 2.877946  0.3860
107 H -3.690316 -7.130130 -0.059245  0.2593
108 H -4.644091 -7.713399 1.297245  0.3727
109 H -2.984843 -8.254567 1.102734  0.2687

Forces on the atoms, in the same order (eV/Å):
C -0.015 -0.133 -0.146
C 0.245 0.301 -0.259
C -0.025 -0.025 0.355
F 0.048 -0.003 -0.291
N 0.273 0.343 0.170
C -0.143 -0.399 0.042
C -0.118 0.064 0.149
C 0.089 -0.074 0.322
O -0.037 0.007 -0.165
C -0.180 0.227 0.089
C -0.019 -0.015 -0.441
O 0.163 0.001 0.323
C 0.014 0.093 0.255
C -0.379 -0.076 -0.262
C 0.348 0.207 0.113
C -0.266 -0.126 -0.123
C -0.100 -0.035 0.030
C -0.391 -0.219 -0.181
C 0.185 0.190 0.196
C 0.131 0.039 -0.052
P 0.449 -0.902 0.660
S 0.042 0.262 -0.301
C 0.273 0.143 -0.258
I -0.038 -0.071 0.083
C -0.423 0.211 -0.023
F 0.180 0.336 -0.072
F 0.200 -0.380 -0.059
C -0.219 0.301 0.077
F 0.274 -0.378 0.331
F -0.230 0.096 -0.018
C 0.028 -0.395 -0.829
F 0.388 0.046 0.130
F -0.288 0.210 -0.046
F -0.082 0.130 0.368
C -0.373 -0.896 -0.830
C -0.038 0.099 0.446
N -0.029 0.139 0.012
O 0.095 0.379 0.429
C 0.548 -0.256 -0.079
C 0.233 -0.057 -0.223
N -0.336 -0.341 0.049
C 0.030 0.096 -0.042
C 0.028 -0.145 0.044
C -0.069 -0.169 -0.010
O -0.109 0.121 0.005
H 0.037 -0.059 0.092
H -0.007 0.093 0.030
H -0.019 0.042 0.038
H -0.135 -0.124 0.076
H -0.010 -0.019 0.064
H -0.078 -0.210 -0.023
H 0.196 0.206 -0.125
H -0.045 0.013 -0.027
H -0.048 -0.073 -0.136
H -0.064 0.041 -0.090
H 0.047 0.029 -0.115
H -0.024 -0.010 -0.042
H 0.024 0.046 0.025
H 0.043 -0.046 0.114
H 0.088 -0.131 -0.047
H 0.047 -0.051 0.158
H -0.074 0.002 -0.123
H 0.110 0.166 0.044
H 0.043 0.010 0.095
H -0.009 0.013 -0.018
H -0.015 0.034 0.017
H -0.038 -0.017 -0.037
H 0.033 0.034 0.023
H 0.070 -0.021 0.000
H -0.091 0.146 -0.134
H -0.184 0.187 -0.192
H -0.125 0.100 0.167
H -0.070 0.081 -0.081
H -0.040 -0.034 0.049
H 0.060 -0.005 -0.063
H -0.177 0.096 -0.064
H -0.260 0.127 0.176
H 0.080 0.047 -0.031
H 0.014 -0.012 0.189
H -0.015 0.106 -0.045
H -0.026 0.045 0.020
H 0.115 -0.025 0.058
H 0.130 0.064 0.015
H 0.028 0.102 -0.042
H 0.014 0.033 -0.002
H 0.023 -0.004 0.040
H -0.011 0.036 -0.061
C 0.093 0.016 0.021
C -0.011 0.005 -0.049
N 0.005 0.044 -0.008
C 0.098 -0.008 0.053
C 0.018 0.002 0.032
C -0.121 -0.033 0.061
C 0.003 -0.005 0.053
H -0.012 -0.025 0.031
H -0.095 -0.016 -0.025
H -0.006 -0.008 -0.005
H 0.046 -0.053 0.012
H -0.003 0.025 -0.014
H -0.025 -0.015 0.003
H -0.020 0.018 -0.034
H -0.031 0.008 -0.023
H 0.004 -0.003 0.007
H -0.005 0.009 -0.005
H 0.020 0.027 -0.032
H 0.034 -0.019 -0.005
H -0.012 0.014 -0.004
H -0.002 -0.005 0.009
H 0.030 0.018 -0.042


(2)
Density functional theory data (ωB97M-V with the def2-TZVPD basis set) for a structure of composition C33H57N3O4SiTi at a distorted geometry.

Properties
**<S²>**: 2.006
**Orbital gap (spin up / spin down)**: 6.880 / 7.802 eV
**Charge**: 0
**2S+1**: 3
**E_tot**: -78796.9333 eV

Last column: Mulliken charge in e.
Geometry (Å):
1 O 0.370089 -2.141660 -2.547119  0.0108
2 O -1.856124 -2.245415 -4.574948  -0.3577
3 C 1.765766 -2.521590 -2.758096  -0.4943
4 C 2.476246 -2.988865 -1.503657  -1.2374
5 H 2.259302 -1.641936 -3.197097  0.3522
6 H 1.760613 -3.333684 -3.502770  0.5415
7 H 2.258295 -2.348161 -0.646855  0.1064
8 H 3.552286 -2.966444 -1.696651  0.4377
9 H 2.215647 -4.024010 -1.250053  0.2909
10 C -0.312541 -3.248537 -1.890745  -0.2810
11 C -0.332831 -4.474541 -2.774665  -1.6275
12 H -1.314253 -2.860571 -1.659520  0.2056
13 H 0.200909 -3.475835 -0.939363  0.6084
14 H -0.757042 -4.204934 -3.750949  0.2245
15 H -0.936595 -5.267722 -2.312098  0.4323
16 H 0.687446 -4.866695 -2.910446  0.3967
17 C -2.862439 -1.706965 -3.725242  0.4960
18 C -1.084211 -1.219788 -5.191181  0.5305
19 C -3.775640 -2.812590 -3.251601  -1.3910
20 H -3.469262 -0.961109 -4.271354  0.4916
21 H -2.381854 -1.197086 -2.866698  -0.3869
22 H -4.149769 -3.401535 -4.094726  0.3382
23 H -4.632825 -2.364118 -2.742948  0.4063
24 H -3.266296 -3.479486 -2.552189  0.2680
25 C -0.578492 -1.715276 -6.532398  -1.5878
26 H -0.236434 -0.965578 -4.528427  -0.3427
27 H -1.689609 -0.305088 -5.318842  0.4219
28 H 0.036145 -2.611897 -6.411180  0.3187
29 H 0.023075 -0.941668 -7.016890  0.4024
30 H -1.424737 -1.958117 -7.185185  0.3782
31 H 1.101188 -0.762064 2.203026  0.3199
32 N 1.581952 1.312190 2.054279  1.1155
33 C 1.439997 2.577707 2.481358  1.0072
34 C 0.269021 3.324776 2.260375  -1.9734
35 C -1.046374 2.873233 2.120436  0.8703
36 C 2.597473 3.220248 3.179873  -1.5225
37 H 3.504553 3.256698 2.560359  0.2203
38 H 2.847702 2.729597 4.132376  0.2065
39 H 2.305684 4.252055 3.404294  0.5580
40 C -2.195920 3.828299 2.255438  -1.7300
41 H -2.676214 3.742028 3.242845  0.2304
42 H -2.956996 3.655822 1.476951  0.2596
43 H -1.806422 4.848860 2.151229  0.5212
44 N -1.348559 1.574297 1.909535  2.1276
45 C 2.778924 0.575565 2.388658  -0.6931
46 C 3.880405 0.558785 1.501552  0.5898
47 C 4.027401 1.527930 0.365829  -1.3046
48 C 4.888666 -0.385387 1.697161  -0.9182
49 H 5.690030 -0.436861 0.955309  0.4834
50 C 4.898470 -1.186922 2.835700  -1.0565
51 H 5.703652 -1.903757 2.995076  0.3986
52 C 3.903908 -1.034608 3.800593  -1.0245
53 H 3.939330 -1.594724 4.737612  0.4142
54 C 2.839017 -0.154784 3.604274  1.9739
55 C 1.793501 -0.011544 4.682852  -0.9831
56 C -2.603459 1.047001 2.333054  -0.5813
57 C -3.497469 0.573436 1.366838  0.9632
58 C -3.138322 0.701453 -0.079889  -0.5864
59 C -4.700225 -0.000132 1.777733  -1.1403
60 H -5.389782 -0.368523 1.009842  0.4500
61 C -5.003655 -0.074918 3.135477  -0.9171
62 H -5.962596 -0.486241 3.465841  0.3836
63 C -4.091037 0.371789 4.090117  -1.1829
64 H -4.306211 0.300251 5.161765  0.3951
65 C -2.881648 0.943868 3.705505  1.0611
66 C -1.886326 1.395993 4.727642  -1.0029
67 Ti 0.079883 0.529043 0.889703  -1.0517
68 H 3.573624 1.176322 -0.570142  -0.0146
69 H 5.101474 1.648095 0.155394  0.5794
70 H 3.636381 2.524387 0.591947  0.1221
71 H 1.574116 1.034408 4.940388  0.2293
72 H 2.172746 -0.491028 5.599305  0.4437
73 H 0.845823 -0.523195 4.444935  0.0410
74 H -4.033749 0.542512 -0.695914  0.5606
75 H -2.395946 -0.055353 -0.394650  0.0005
76 H -2.755099 1.702446 -0.323185  -0.0501
77 H -0.923542 0.875724 4.624222  -0.1201
78 H -2.272528 1.161809 5.728522  0.4869
79 H -1.698337 2.478495 4.700551  0.2414
80 H 0.380505 4.396961 2.391174  0.3316
81 C 1.191709 -0.095962 -0.743713  1.3496
82 Si 0.804563 1.455094 -1.787487  1.0730
83 H 2.273057 -0.263051 -0.687266  0.4450
84 H 0.745258 -0.988320 -1.241119  -1.1043
85 C 1.983411 1.369575 -3.252649  -1.3599
86 C 1.033366 3.164324 -1.020728  -1.0787
87 C -0.909286 1.576308 -2.559473  -0.8312
88 H -1.358651 0.601363 -2.774742  -0.1975
89 H -0.808008 2.112383 -3.516191  0.4240
90 H -1.605552 2.158974 -1.944039  0.4426
91 H 2.988197 1.050509 -2.948939  0.2918
92 H 2.061048 2.368325 -3.707156  0.4718
93 H 1.609964 0.671978 -4.015150  0.2026
94 H 1.841925 3.236996 -0.287965  0.1003
95 H 0.127511 3.570413 -0.553983  0.2965
96 H 1.291499 3.850996 -1.842286  0.5118
97 O -1.581076 -2.394215 3.872813  -0.2504
98 N -2.195111 -2.028649 2.947660  0.2224
99 O 0.176278 -0.958190 1.893097  -0.6952

Forces on the atoms, in the same order (eV/Å):
O 0.635 -1.811 0.099
O -0.571 0.552 -0.164
C -0.798 0.271 -0.480
C 0.270 -0.240 0.068
H -0.269 -0.210 0.211
H 0.286 0.417 0.041
H 0.080 -0.141 -0.099
H -0.026 0.001 0.077
H 0.084 0.212 -0.011
C 0.278 0.735 -0.072
C -0.169 -0.264 -0.119
H 0.246 -0.230 -0.109
H -0.392 0.203 -0.224
H 0.114 -0.197 0.248
H 0.107 0.168 -0.135
H -0.450 -0.018 0.039
C 0.197 -0.017 -0.043
C 0.427 0.048 0.174
C -0.033 -0.075 0.109
H 0.301 -0.081 0.060
H -0.226 -0.129 -0.232
H 0.100 0.102 0.085
H 0.030 -0.100 0.045
H -0.074 -0.017 -0.097
C -0.175 -0.017 -0.012
H -0.311 -0.038 -0.179
H 0.056 -0.265 -0.016
H -0.069 0.097 0.007
H -0.013 -0.069 0.038
H 0.172 0.006 0.074
H -0.988 -1.082 -0.087
N 0.514 1.905 1.001
C 0.510 -1.843 -0.655
C -0.300 0.850 0.323
C -0.456 -1.374 0.075
C 0.024 1.026 0.221
H -0.261 -0.188 0.183
H -0.126 -0.019 -0.387
H 0.255 -0.139 0.087
C 0.131 0.775 0.011
H 0.111 -0.010 -0.374
H 0.266 -0.046 0.336
H -0.265 -0.136 0.079
N -0.133 1.401 0.461
C 0.384 0.137 0.243
C -0.489 -0.333 0.205
C 0.406 0.130 -0.476
C -0.012 0.165 0.350
H -0.163 -0.049 0.331
C -0.032 -0.053 0.053
H -0.199 0.159 -0.054
C 0.153 0.076 -0.123
H 0.068 0.090 -0.321
C -0.119 0.150 -0.626
C -0.126 -0.300 0.469
C 0.078 0.312 -0.216
C 0.007 -0.040 0.428
C -0.310 -0.005 -0.419
C 0.074 0.134 0.018
H 0.151 0.132 0.406
C -0.254 -0.204 0.129
H 0.369 0.074 -0.173
C -0.065 0.193 -0.045
H -0.053 -0.052 -0.430
C -0.127 -0.111 -0.403
C 0.093 -0.051 0.598
Ti 0.258 -1.659 0.582
H -0.036 0.160 0.309
H -0.297 0.015 0.063
H -0.052 -0.270 -0.045
H -0.007 -0.248 -0.231
H -0.117 0.181 -0.269
H 0.297 0.287 -0.123
H 0.277 -0.049 0.026
H -0.113 0.215 0.034
H -0.054 -0.344 0.152
H -0.232 0.206 -0.154
H 0.115 0.090 -0.183
H 0.051 -0.272 -0.051
H -0.059 -0.120 0.075
C -0.750 1.023 -1.033
Si 1.103 -1.143 -1.087
H -0.226 0.331 0.043
H 0.119 1.199 0.421
C 0.126 0.485 -0.265
C 0.137 0.317 0.246
C -0.334 -0.004 0.020
H 0.074 0.170 0.026
H 0.016 -0.119 0.224
H 0.089 -0.135 -0.175
H -0.163 0.049 -0.080
H 0.089 -0.228 -0.134
H 0.090 0.090 0.184
H -0.126 -0.009 -0.084
H 0.117 -0.112 0.004
H -0.114 -0.193 0.122
O -1.483 0.841 -2.109
N 1.458 -0.980 2.136
O 0.823 -0.344 0.754